a:
A single C5H10 molecule. Source: OMol25; level of theory: ωB97M-V/def2-TZVPD.

```
15
Properties=species:S:1:pos:R:3:mulliken_charge:R:1
C -0.0971 1.5620 -0.6221 -1.138
C -1.1127 0.4608 -0.4528 -0.353
C -0.4273 -0.7730 0.0346 -0.210
C 0.9451 -1.3364 -0.0101 -0.521
C 0.6261 -0.5616 1.2206 -0.564
H 0.7339 1.0980 -1.1649 0.218
H 0.2335 1.9802 0.3380 0.273
H -0.4854 2.3656 -1.2297 0.390
H -1.6761 0.2765 -1.3742 0.351
H -1.8702 0.6415 0.3253 0.232
H -1.1262 -1.6125 -0.0969 0.352
H 0.8502 -2.3998 0.1414 0.235
H 1.7120 -0.9954 -0.6810 0.245
H 0.3933 -1.0137 2.1656 0.270
H 1.3009 0.3078 1.4062 0.221
```

---

b:
A single C5H10 molecule. Source: OMol25; level of theory: ωB97M-V/def2-TZVPD.

```
15
Properties=species:S:1:pos:R:3:mulliken_charge:R:1
C 2.4223 0.4594 1.0765 -1.141
C 1.0729 -0.1849 0.7632 -0.308
C 0.1817 0.1842 -0.2328 -0.197
C -1.0302 -0.6091 -0.3570 -0.296
C -2.2627 -0.0478 -1.1163 -1.101
H 3.1484 -0.0733 1.6735 0.322
H 2.9857 0.7340 0.2135 0.336
H 2.2711 1.4937 1.4271 0.264
H 0.9051 -1.0658 1.3175 0.338
H 0.3271 1.0265 -0.8227 0.424
H -1.2997 -0.6454 0.7830 0.219
H -0.9710 -1.6306 -0.7226 0.298
H -3.2238 -0.6891 -1.2553 0.289
H -2.6394 0.8399 -0.5848 0.289
H -1.8875 0.2086 -2.1628 0.265
```

---

c:
3 unconnected molecules or ions with the total composition C5H10. Source: OMol25; level of theory: ωB97M-V/def2-TZVPD.

```
15
Properties=species:S:1:pos:R:3:mulliken_charge:R:1
C 0.4617 0.7332 0.0868 -0.403
C 0.1507 -0.5058 -0.4584 -0.468
C 2.4060 0.0037 0.0792 -1.101
C -1.7871 0.2042 -0.3854 -0.359
C -2.5956 -0.3682 0.4998 -0.602
H 0.3085 0.9019 1.1457 0.306
H 0.5236 1.5949 -0.5663 0.289
H 0.2898 -0.6674 -1.5200 0.290
H 0.1069 -1.3707 0.1920 0.306
H -2.1733 0.8889 -1.1405 0.298
H 2.6900 -0.7728 -0.6298 0.334
H 2.6088 -0.3045 1.1028 0.302
H 2.9008 0.9416 -0.1708 0.341
H -3.6786 -0.2314 0.5029 0.271
H -2.2123 -1.0479 1.2621 0.193
```

---

Most stable: b (next structure +16.8 kJ/mol)